Record 1
# C29H29F6N2O18PS

A 7-piece molecular cluster, C29H29F6N2O18PS overall at a distorted geometry (ωB97M-V/def2-TZVPD, the OMol25 dataset).

The calculation puts the HOMO energy at -8.900 eV. The lowest unoccupied orbital energy comes out at -1.8 eV. The gap between HOMO and LUMO comes out at 7.097 eV.

```
! wB97M-V def2-TZVPD RIJCOSX def2/J DEFGRID3
* xyz 0 1
C 7.34835 -6.12556 1.23306
C 6.06279 -6.54714 0.77928
C 4.90358 -7.09430 1.78116
C 3.77190 -5.92828 1.76816
C 4.26686 -4.46419 1.76684
C 3.22370 -3.27913 1.70957
C 1.72908 -3.64854 1.68812
P 0.46649 -2.21940 1.63915
S 1.35626 -0.51574 2.08412
C 1.22107 -5.14833 1.69464
N -0.19935 -5.34816 1.62982
C -0.55138 -6.72944 1.62250
C 0.50231 -7.86767 1.69576
N 1.91998 -7.71758 1.73824
C 2.23179 -6.31583 1.72658
H 7.98397 -6.72058 1.96834
H 7.70982 -5.09177 0.86239
H 5.77297 -6.47720 -0.33012
H 4.45192 -8.02841 1.26626
H 5.29630 -7.32014 2.82734
H 5.36964 -4.15251 1.80119
H 3.62808 -2.20615 1.68036
H -0.14814 -2.07583 0.35500
H -0.54807 -2.41601 2.63739
H -1.66744 -6.99259 1.58181
H 0.09933 -8.94887 1.71236
O 0.61392 5.03555 -1.18278
C 1.18223 3.99379 -1.01109
O 0.55176 2.81118 -0.77073
C 1.55921 1.80784 -0.75929
C 2.78705 2.59256 -0.42964
F 3.88219 2.05083 -1.01301
O 2.53570 3.85052 -1.02505
H 1.61216 1.33553 -1.74460
H 1.34235 1.04084 -0.01334
H 2.96408 2.72195 0.64212
O -4.98229 3.26746 -4.39375
C -3.92002 3.60140 -3.95193
O -3.72883 4.05096 -2.68034
C -2.32663 4.21195 -2.51246
C -1.85334 4.38001 -3.92004
F -0.60591 3.87493 -4.07799
O -2.75715 3.58541 -4.66154
H -1.91397 3.32051 -2.03184
H -2.10236 5.08016 -1.89144
H -1.88451 5.41057 -4.28538
O -3.44038 -4.86189 -4.34588
C -3.14039 -5.24908 -3.25566
O -2.96895 -4.43522 -2.17395
C -2.75360 -5.28578 -1.05799
C -2.24843 -6.53705 -1.69833
F -2.62140 -7.63013 -0.98740
O -2.91969 -6.55800 -2.94058
H -3.69900 -5.43445 -0.52789
H -2.02907 -4.85040 -0.36731
H -1.16692 -6.55180 -1.86314
O -9.78922 6.69137 -6.92444
C -8.92766 6.50760 -6.11470
O -8.84350 5.39975 -5.32511
C -7.62088 5.50356 -4.60824
C -7.36160 6.97566 -4.62859
F -6.03155 7.23558 -4.64412
O -7.91362 7.38394 -5.86319
H -6.84648 4.93116 -5.12641
H -7.72588 5.11308 -3.59499
H -7.83721 7.52792 -3.81268
O 5.43595 -1.91308 3.17398
C 4.82441 -1.62339 4.16356
O 3.68252 -2.24748 4.56472
C 3.34797 -1.70741 5.83460
C 4.03498 -0.38014 5.80802
F 4.43621 -0.01498 7.04883
O 5.18136 -0.62601 5.01860
H 3.73023 -2.36458 6.62092
H 2.26695 -1.61484 5.94959
H 3.44436 0.42320 5.35821
O -2.84117 8.24779 0.79180
C -1.74989 8.03318 1.23234
O -0.91755 8.99819 1.71968
C 0.20983 8.32643 2.26276
C 0.19351 7.02734 1.52324
F 0.68002 6.02342 2.29384
O -1.18212 6.79626 1.30211
H 0.07340 8.20005 3.34069
H 1.12592 8.89317 2.08951
H 0.72121 7.04849 0.56537
*
```

=====

Record 2
# C17H28IrNO2P2Se

C17H28IrNO2P2Se as an isolated structure at a distorted geometry (ωB97M-V/def2-TZVPD, the OMol25 dataset).

The calculation puts the HOMO energy (alpha / beta) at -13.525 / -15.019 eV. The lowest unoccupied orbital energy (alpha / beta) comes out at -5.8 / -9.5 eV. The gap between HOMO and LUMO (alpha / beta) comes out at 7.729 / 5.545 eV.

```
! wB97M-V def2-TZVPD RIJCOSX def2/J DEFGRID3
* xyz 2 5
Ir 0.28800 0.86389 0.14833
P -1.82266 0.41501 -0.17732
C -2.00731 1.23763 -1.86995
C -0.71654 1.42742 -2.60384
N 0.41663 1.33400 -1.89347
C 1.63761 1.51837 -2.39879
C 1.73164 2.16262 -3.62695
C 0.56520 2.43538 -4.33179
C -0.66523 1.99889 -3.87413
C 2.76422 1.04512 -1.53093
P 2.19362 -0.22150 -0.28543
H -1.61200 2.06169 -4.40621
H 2.71962 2.46563 -3.95330
H 0.60515 2.96386 -5.27309
H 3.52170 0.54706 -2.14020
H 3.21545 1.89028 -0.99265
H -2.73246 0.66721 -2.42157
H -2.46119 2.25732 -1.66164
H -1.17599 -2.55267 -4.64616
O -1.68389 -3.24206 -5.11132
H -2.52076 -3.11038 -4.60427
H -0.24532 -3.93735 0.70948
O 0.19037 -4.16705 -0.11344
H 0.46390 -5.07546 0.07288
C 2.47337 -1.76472 -1.15569
H 3.35686 -1.60287 -1.78575
H 2.65374 -2.54528 -0.40825
H 1.60913 -2.02860 -1.76822
C 3.40015 -0.27327 1.03100
H 3.24276 -1.21446 1.56532
H 4.38993 -0.25965 0.56611
H 3.28812 0.56023 1.72442
C -2.89293 1.63355 0.65211
H -3.74619 1.81517 -0.02167
H -3.22734 1.26574 1.62736
H -2.31540 2.55658 0.78134
C -2.68639 -1.14113 -0.01809
H -2.92626 -1.29220 1.04178
H -3.60768 -1.10873 -0.61011
H -2.06303 -1.96744 -0.36509
Se 0.66846 2.02345 2.03433
C 0.07418 0.89634 3.45133
C -1.17953 1.13650 4.04068
C -1.55955 0.42039 5.17209
C -0.69222 -0.54506 5.71264
C 0.52670 -0.83549 5.07572
C 0.89843 -0.12643 3.93869
H -1.83818 1.88121 3.59397
H -2.53596 0.60015 5.62910
H -0.98140 -1.09643 6.60730
H 1.17836 -1.62005 5.46242
H 1.82211 -0.35237 3.41092
*
```